# 1
Molecular formula: C55H57N6P2S2Sc
Method: DFT, the ωB97M-V functional and the def2-TZVPD basis

Geometry as XYZ:
```
123
Properties=species:S:1:pos:R:3:lowdin_charge:R:1
Sc -0.97 0.79 0.54 0.585
C -4.02 1.44 3.10 -0.030
C -3.71 1.06 1.68 -0.226
C -3.58 -0.30 1.32 -0.203
C -3.90 -1.38 2.32 -0.002
C -3.28 -0.64 -0.01 -0.209
C -3.39 -2.07 -0.44 -0.016
C -3.11 0.37 -0.99 -0.234
C -3.06 -0.05 -2.44 -0.014
C -3.23 1.72 -0.62 -0.233
C -3.11 2.82 -1.65 -0.027
C -3.61 2.05 0.70 -0.233
C -4.08 3.44 1.05 -0.040
H -5.09 1.42 3.28 0.117
H -3.66 2.45 3.32 0.082
H -3.54 0.76 3.80 0.074
H -3.00 -1.88 2.70 0.064
H -4.53 -2.14 1.86 0.102
H -4.42 -0.99 3.18 0.088
H -4.45 -2.30 -0.60 0.124
H -3.04 -2.76 0.32 0.054
H -2.87 -2.28 -1.37 0.060
H -2.26 -0.77 -2.64 0.072
H -2.95 0.79 -3.12 0.072
H -4.00 -0.54 -2.68 0.116
H -4.08 3.02 -2.12 0.118
H -2.41 2.57 -2.45 0.064
H -2.77 3.75 -1.20 0.061
H -3.42 3.91 1.78 0.038
H -5.06 3.37 1.52 0.110
H -4.18 4.08 0.18 0.079
S -0.72 0.23 2.91 0.675
C -0.28 -1.50 2.84 -0.717
N -0.87 -2.28 3.65 0.037
N -0.29 -3.58 3.81 0.006
C -1.06 -4.65 3.29 -0.266
C -1.80 -4.52 2.12 -0.069
C -2.48 -5.60 1.59 -0.091
C -2.44 -6.83 2.22 -0.092
C -1.70 -6.97 3.39 -0.077
C -1.02 -5.89 3.92 -0.029
N 0.68 -1.80 1.89 -0.102
N 0.82 -3.09 1.43 0.192
C 1.91 -3.18 0.77 -0.212
C 2.60 -1.23 -0.64 -0.296
C 3.35 -1.94 -1.72 -0.104
C 3.51 -3.26 -1.88 -0.082
C 2.97 -4.37 -1.12 -0.051
C 2.26 -4.37 0.02 0.004
H -0.26 -3.69 4.82 0.128
H -1.81 -3.56 1.61 0.054
H -3.06 -5.47 0.68 0.097
H -2.97 -7.68 1.81 0.104
H -1.66 -7.93 3.89 0.110
H -0.45 -6.01 4.84 0.115
H 3.04 -0.24 -0.53 0.083
H 3.83 -1.29 -2.45 0.117
H 4.12 -3.56 -2.73 0.117
H 3.15 -5.34 -1.57 0.113
H 1.86 -5.30 0.41 0.129
C 0.18 0.59 -3.42 -0.142
N 1.11 0.48 -2.27 -0.450
P 0.82 -0.85 -1.16 1.046
C 0.32 -2.28 -2.13 -0.359
C -0.50 -3.23 -1.51 -0.124
C -0.84 -4.40 -2.16 -0.049
C -0.38 -4.63 -3.45 -0.043
C 0.45 -3.71 -4.07 -0.049
C 0.81 -2.54 -3.41 -0.106
C 2.72 -1.89 0.76 -0.289
C 4.16 -2.13 1.10 0.003
C 4.68 -1.82 2.29 -0.046
C 3.88 -1.18 3.33 -0.055
C 2.61 -0.84 3.12 -0.025
C 1.95 -1.05 1.79 -0.240
P 1.00 1.87 -1.22 0.967
C 2.64 2.00 -0.46 -0.375
C 3.81 1.99 -1.22 -0.081
C 5.05 1.99 -0.60 -0.045
C 5.14 1.98 0.79 -0.038
C 3.98 2.00 1.56 -0.049
C 2.74 2.01 0.94 -0.157
C 0.90 3.28 -2.36 -0.340
C 0.02 4.32 -2.06 -0.122
C -0.04 5.45 -2.85 -0.061
C 0.77 5.55 -3.97 -0.049
C 1.64 4.52 -4.29 -0.045
C 1.71 3.39 -3.49 -0.089
H -0.12 -0.39 -3.77 0.059
H 0.67 1.12 -4.24 0.084
H -0.73 1.15 -3.17 0.056
H -0.83 -3.07 -0.49 0.075
H -1.46 -5.13 -1.66 0.113
H -0.65 -5.55 -3.96 0.117
H 0.82 -3.90 -5.07 0.117
H 1.48 -1.85 -3.90 0.112
H 4.77 -2.64 0.36 0.119
H 5.71 -2.05 2.50 0.114
H 4.34 -0.99 4.29 0.115
H 2.02 -0.35 3.88 0.107
H 1.73 -0.07 1.37 0.062
H 3.76 1.96 -2.30 0.099
H 5.95 1.97 -1.20 0.118
H 6.11 1.96 1.27 0.119
H 4.04 1.99 2.64 0.119
H 1.84 2.02 1.55 0.065
H -0.63 4.22 -1.19 0.058
H -0.74 6.25 -2.61 0.111
H 0.72 6.43 -4.60 0.118
H 2.27 4.59 -5.17 0.119
H 2.38 2.59 -3.77 0.100
S -0.77 3.22 1.69 0.679
C -0.11 4.73 1.15 -0.654
N -0.99 5.76 1.10 0.073
C -0.68 7.03 0.78 -0.029
C 0.60 7.36 0.46 -0.020
C 1.56 6.34 0.51 0.004
C 1.22 5.05 0.85 -0.050
H -1.95 5.53 1.34 0.135
H -1.50 7.74 0.80 0.145
H 0.86 8.38 0.21 0.126
H 2.60 6.57 0.28 0.133
H 1.97 4.29 0.91 0.091
```

Its energy above the lowest of the compared OMol25 structures with the same formula, charge and spin is 49.6 kcal/mol. Its total charge is +2. The calculation puts the HOMO energy at -11.42 eV. The maximum force is 0.599 eV/A.



# 2
Molecular formula: C56H70FI3N2O21S2
Method: DFT, the ωB97M-V functional and the def2-TZVPD basis

Geometry as XYZ:
```
155
Properties=species:S:1:pos:R:3:lowdin_charge:R:1
C 5.70 0.90 -0.20 -0.191
C 4.57 0.41 -1.06 -0.802
I 2.71 0.01 -0.16 1.017
C 4.68 0.22 -2.37 -0.796
I 6.52 0.70 -3.36 0.956
C 3.60 -0.27 -3.27 -0.382
C 2.85 0.64 -4.00 -0.518
I 3.26 2.69 -3.69 1.028
C 1.83 0.24 -4.88 -0.250
C 1.03 1.21 -5.72 -0.185
C 1.85 2.00 -6.76 -0.168
C 2.30 1.23 -7.98 -0.199
C 1.70 0.09 -8.49 -0.046
C 2.22 -0.55 -9.61 -0.091
C 3.34 -0.07 -10.26 -0.098
C 3.93 1.10 -9.79 -0.083
C 3.42 1.71 -8.66 -0.039
C 1.58 -1.13 -4.93 -0.345
C 2.33 -2.05 -4.21 -0.188
C 3.37 -1.66 -3.37 -0.130
C 4.21 -2.63 -2.57 -0.123
C 5.64 -2.84 -3.12 -0.280
N 6.59 -2.79 -2.01 -0.001
N 2.04 -3.43 -4.35 0.113
C 1.95 -3.88 -5.68 -0.194
C 1.12 -3.23 -6.57 -0.429
C 0.99 -3.63 -7.89 -0.086
C 1.72 -4.72 -8.32 -0.029
C 2.57 -5.38 -7.45 -0.177
C 3.43 -6.55 -7.90 -0.131
C 4.74 -5.95 -8.49 -0.259
C 5.92 -6.95 -8.51 -0.552
S 6.20 -7.63 -10.18 0.674
C 2.67 -4.97 -6.13 -0.162
F 3.48 -5.60 -5.25 0.080
S 0.25 -1.83 -5.90 1.066
H 5.41 0.94 0.85 0.055
H 6.57 0.24 -0.26 0.060
H 6.01 1.90 -0.51 0.070
H 0.56 1.93 -5.04 0.103
H 0.22 0.68 -6.22 0.068
H 2.73 2.48 -6.34 0.023
H 1.20 2.81 -7.11 0.130
H 0.82 -0.32 -8.03 0.063
H 1.78 -1.46 -10.00 0.092
H 3.74 -0.59 -11.13 0.097
H 4.80 1.53 -10.28 0.098
H 3.91 2.62 -8.31 0.093
H 4.30 -2.24 -1.56 0.076
H 3.75 -3.61 -2.47 0.107
H 5.86 -2.14 -3.93 0.060
H 5.73 -3.84 -3.55 0.108
H 7.43 -3.33 -2.18 0.064
H 6.80 -1.85 -1.72 0.012
H 2.64 -4.02 -3.79 0.104
H 0.34 -3.10 -8.57 0.107
H 1.67 -5.10 -9.34 0.119
H 2.91 -7.04 -8.72 0.115
H 3.65 -7.23 -7.08 0.112
H 4.55 -5.48 -9.45 0.100
H 5.03 -5.15 -7.80 0.111
H 5.82 -7.73 -7.76 0.066
H 6.82 -6.39 -8.28 0.059
H 5.02 -7.40 -10.78 -0.156
C -0.26 2.40 -1.24 -0.034
C -0.74 3.34 -0.16 -0.319
C -1.51 2.67 0.94 -0.096
O -2.39 3.72 1.38 0.057
C -2.58 4.55 0.32 -0.562
O -3.40 5.41 0.29 0.160
O -1.71 4.27 -0.68 0.091
H 0.34 2.93 -1.98 0.054
H 0.35 1.60 -0.82 -0.004
H -1.11 1.96 -1.78 0.096
H 0.10 3.92 0.23 0.158
H -0.88 2.34 1.76 0.139
H -2.12 1.83 0.60 0.112
C 6.08 6.95 -11.43 -0.023
C 6.73 6.27 -10.25 -0.333
C 7.43 4.97 -10.58 -0.097
O 7.31 4.24 -9.36 0.064
C 6.20 4.69 -8.72 -0.555
O 5.71 4.16 -7.78 0.159
O 5.74 5.82 -9.31 0.087
H 5.65 7.90 -11.13 0.087
H 6.82 7.14 -12.22 0.091
H 5.27 6.34 -11.84 0.093
H 7.40 6.96 -9.73 0.158
H 8.48 5.12 -10.84 0.138
H 6.94 4.41 -11.38 0.139
C -5.54 -0.39 3.28 -0.009
C -5.41 0.75 2.31 -0.308
C -6.61 0.99 1.42 -0.073
O -6.01 1.56 0.25 0.079
C -4.74 1.10 0.18 -0.569
O -4.03 1.22 -0.77 0.147
O -4.38 0.48 1.33 0.080
H -4.66 -0.45 3.92 0.087
H -6.42 -0.26 3.92 0.097
H -5.62 -1.34 2.76 0.071
H -5.13 1.67 2.84 0.152
H -7.32 1.68 1.86 0.144
H -7.14 0.08 1.14 0.102
C -8.89 -5.37 -0.24 -0.022
C -8.24 -4.01 -0.11 -0.326
C -7.10 -3.96 0.88 -0.085
O -7.15 -2.59 1.32 0.045
C -8.43 -2.16 1.17 -0.552
O -8.86 -1.14 1.61 0.157
O -9.15 -3.05 0.44 0.094
H -9.66 -5.35 -1.01 0.087
H -8.16 -6.13 -0.51 0.092
H -9.38 -5.65 0.69 0.093
H -7.92 -3.65 -1.09 0.160
H -6.13 -4.17 0.43 0.142
H -7.25 -4.61 1.74 0.142
C -5.16 3.39 6.02 -0.020
C -5.76 2.62 7.17 -0.326
C -4.86 2.51 8.38 -0.096
O -5.28 1.27 8.96 0.063
C -5.79 0.50 7.96 -0.563
O -6.05 -0.65 8.06 0.161
O -5.95 1.24 6.83 0.074
H -5.88 3.48 5.21 0.083
H -4.86 4.39 6.33 0.094
H -4.29 2.86 5.62 0.091
H -6.73 3.04 7.44 0.158
H -4.99 3.33 9.08 0.128
H -3.80 2.43 8.12 0.142
C -3.53 1.83 14.39 -0.018
C -3.41 2.98 13.43 -0.316
C -4.63 3.22 12.57 -0.090
O -4.07 3.79 11.38 0.039
C -2.79 3.33 11.28 -0.564
O -2.10 3.45 10.32 0.156
O -2.41 2.73 12.43 0.094
H -2.64 1.76 15.01 0.045
H -4.40 1.95 15.04 0.099
H -3.62 0.89 13.85 0.100
H -3.13 3.89 13.96 0.161
H -5.34 3.91 13.02 0.138
H -5.15 2.30 12.30 0.140
C 0.92 -1.53 15.30 -0.021
C 0.45 -0.59 16.39 -0.327
C -0.29 -1.25 17.52 -0.092
O -1.17 -0.21 17.96 0.073
C -1.39 0.61 16.91 -0.547
O -2.22 1.46 16.87 0.141
O -0.54 0.33 15.89 0.088
H 1.49 -0.99 14.55 0.088
H 1.54 -2.32 15.71 0.092
H 0.06 -1.98 14.79 0.094
H 1.30 0.00 16.76 0.159
H 0.36 -1.57 18.33 0.139
H -0.90 -2.10 17.19 0.141
```

Its energy above the lowest of the compared OMol25 structures with the same formula, charge and spin is 0.0 kcal/mol. Its total charge is 0. The calculation puts the HOMO energy at -7.91 eV. As for the SMILES: C/C(I)=C(\I)c1c(I)c(CCc2ccccc2)c2c(c1CCN)Nc1c(ccc(CCCS)c1F)S2.C[C@@H]1COC(=O)O1.C[C@@H]1COC(=O)O1.C[C@@H]1COC(=O)O1.C[C@@H]1COC(=O)O1.C[C@@H]1COC(=O)O1.C[C@@H]1COC(=O)O1.C[C@@H]1COC(=O)O1. The maximum force is 1.454 eV/A.



# 3
Molecular formula: C3H5B
Method: DFT, the ωB97M-V functional and the def2-TZVPD basis

Geometry as XYZ:
```
9
Properties=species:S:1:pos:R:3:lowdin_charge:R:1
B 1.17 -0.50 -0.28 0.066
C 2.40 0.04 -0.07 -0.062
C -2.26 -0.18 -0.20 -0.042
C -0.85 -0.07 0.12 -0.060
H 3.22 -0.26 -0.72 0.015
H 2.61 0.55 0.88 0.033
H -2.88 -0.86 -0.83 0.048
H -2.79 0.46 0.52 0.035
H -0.63 0.81 0.59 -0.034
```

Its energy above the lowest of the compared OMol25 structures with the same formula, charge and spin is 85.2 kcal/mol. Its total charge is 0. The calculation puts the HOMO energy at -9.06 eV. The maximum force is 5.825 eV/A.



# 4
Molecular formula: C4H9NO2
Method: DFT, the ωB97M-V functional and the def2-TZVPD basis

Geometry as XYZ:
```
16
Properties=species:S:1:pos:R:3:lowdin_charge:R:1
N 0.46 -1.67 0.83 0.158
C 0.97 -0.50 1.30 -0.536
O 2.03 -0.45 1.92 0.039
C 0.10 0.73 1.05 -0.112
C 0.01 1.27 -0.39 -0.176
C -0.34 0.22 -1.43 -0.275
O -1.54 -0.43 -1.01 -0.084
H 0.93 -2.53 1.07 0.110
H -0.44 -1.70 0.37 0.081
H -0.92 0.49 1.36 0.116
H 0.48 1.53 1.70 0.119
H -0.78 2.03 -0.40 0.117
H 0.93 1.78 -0.69 0.119
H -0.49 0.71 -2.40 0.117
H 0.46 -0.51 -1.54 0.112
H -1.87 -0.97 -1.74 0.096
```

Its energy above the lowest of the compared OMol25 structures with the same formula, charge and spin is 12.6 kcal/mol. Its total charge is 0. The calculation puts the HOMO energy at -9.54 eV. As for the SMILES: NC(=O)CCCO. The maximum force is 0.369 eV/A.



# 5
Molecular formula: C19H24BrN3O3S
Method: DFT, the ωB97M-V functional and the def2-TZVPD basis

Geometry as XYZ:
```
51
Properties=species:S:1:pos:R:3:lowdin_charge:R:1
O 1.21 -1.47 -0.28 0.071
C 1.45 -1.89 -1.40 -0.477
N 1.89 -1.11 -2.40 0.087
H 2.05 -1.52 -3.31 0.146
C 2.03 0.32 -2.29 -0.111
H 3.06 0.61 -2.52 0.130
H 1.80 0.59 -1.26 0.127
C 1.09 1.06 -3.26 -0.313
H 1.30 0.73 -4.28 0.146
C -0.40 0.86 -2.90 -0.115
H -0.49 0.40 -1.91 0.089
H -0.91 0.23 -3.62 0.117
C -0.95 2.29 -2.86 -0.137
H -1.32 2.58 -3.85 0.114
C 0.30 3.09 -2.51 -0.194
H 0.49 3.06 -1.43 0.079
O 1.35 2.45 -3.22 -0.097
H 0.26 4.13 -2.84 0.125
H -1.75 2.41 -2.14 0.107
C 1.27 -3.35 -1.78 -0.097
C 0.05 -3.55 -2.69 -0.187
C -1.24 -3.02 -2.06 -0.186
C -1.73 -3.87 -0.88 -0.179
H -0.89 -4.40 -0.43 0.054
H -2.43 -4.63 -1.24 0.120
C -2.42 -3.05 0.20 -0.166
N -1.51 -2.15 0.89 0.012
C -0.63 -2.67 1.79 -0.774
S -0.57 -4.27 2.19 0.703
N 0.21 -1.81 2.43 0.087
C 0.27 -0.47 2.20 -0.195
C 1.18 0.36 2.85 0.004
C 1.18 1.71 2.60 -0.107
C 0.27 2.25 1.70 -0.663
C -0.64 1.44 1.04 -0.052
C -0.64 0.08 1.29 -0.074
C -1.57 -0.80 0.56 -0.372
O -2.36 -0.38 -0.26 0.085
H -1.35 1.85 0.33 0.112
Br 0.27 4.12 1.38 0.746
H 1.89 2.36 3.10 0.104
H 1.89 -0.07 3.55 0.118
H 0.89 -2.25 3.05 0.137
H -2.85 -3.73 0.95 0.098
H -3.21 -2.44 -0.23 0.127
H -2.02 -2.97 -2.82 0.118
H -1.06 -2.00 -1.72 0.083
H 0.21 -3.02 -3.63 0.103
H -0.06 -4.61 -2.91 0.116
H 2.17 -3.71 -2.29 0.119
H 1.15 -3.93 -0.86 0.110
```

Its energy above the lowest of the compared OMol25 structures with the same formula, charge and spin is 0.0 kcal/mol. Its total charge is 0. The calculation puts the HOMO energy at -8.24 eV. As for the SMILES: O=C(CCCCCn1c(=S)[nH]c2ccc(Br)cc2c1=O)NC[C@H]1CCCO1. The maximum force is 0.878 eV/A.



# 6
Molecular formula: C23H28AuN3OPSe
Method: DFT, the ωB97M-V functional and the def2-TZVPD basis

Geometry as XYZ:
```
58
Properties=species:S:1:pos:R:3:lowdin_charge:R:1
Au -1.36 0.44 -0.09 0.653
N 0.95 1.59 1.14 -0.078
P 0.73 1.31 -0.63 0.525
C 2.17 0.22 -0.79 -0.365
C 3.45 0.76 -0.84 -0.087
C 4.55 -0.09 -0.89 -0.067
C 4.37 -1.47 -0.87 -0.066
C 3.09 -2.00 -0.81 -0.062
C 1.98 -1.16 -0.78 -0.099
C 1.14 3.00 -1.15 -0.385
C 0.85 4.10 -0.36 -0.082
C 1.13 5.38 -0.83 -0.066
C 1.74 5.55 -2.07 -0.061
C 2.04 4.44 -2.85 -0.059
C 1.73 3.17 -2.40 -0.119
C 0.13 1.34 2.20 -0.375
C 0.53 1.62 3.52 0.001
C -0.34 1.38 4.55 -0.042
C -1.62 0.87 4.29 -0.058
C -1.94 0.61 2.99 -0.136
N -1.09 0.83 1.97 -0.058
H 1.86 1.95 1.39 0.114
H 3.60 1.83 -0.87 0.106
H 5.55 0.33 -0.95 0.111
H 5.23 -2.12 -0.91 0.110
H 2.95 -3.07 -0.80 0.110
H 0.99 -1.58 -0.74 0.066
H 0.38 3.98 0.61 0.101
H 0.88 6.24 -0.23 0.110
H 1.97 6.54 -2.43 0.112
H 2.51 4.57 -3.82 0.113
H 1.95 2.31 -3.02 0.105
H 1.52 2.02 3.70 0.119
H -0.04 1.60 5.57 0.120
H -2.32 0.68 5.08 0.111
H -2.91 0.21 2.71 0.109
Se -0.60 0.63 -2.36 0.373
C -5.73 -1.17 -1.22 -0.021
C -4.46 -0.74 -0.66 -0.180
N -3.46 -0.41 -0.21 0.101
H -6.47 -0.39 -1.09 0.098
H -6.06 -2.08 -0.72 0.097
H -5.60 -1.37 -2.28 0.099
C -0.77 -4.18 -2.08 -0.060
C -1.61 -3.08 -1.45 -0.298
O -1.07 -2.61 -0.22 -0.257
C -1.31 -3.49 0.87 -0.276
C -0.61 -2.95 2.10 -0.058
H -1.18 -4.44 -3.06 0.083
H -0.76 -5.09 -1.48 0.071
H 0.26 -3.84 -2.23 0.076
H -2.64 -3.43 -1.29 0.113
H -1.64 -2.22 -2.11 0.062
H -0.95 -4.50 0.64 0.115
H -2.40 -3.57 1.04 0.120
H 0.46 -2.88 1.92 0.081
H -0.77 -3.62 2.95 0.084
H -0.99 -1.97 2.35 0.048
```

Its energy above the lowest of the compared OMol25 structures with the same formula, charge and spin is 17.9 kcal/mol. Its total charge is +1. The calculation puts the HOMO energy at -10.85 eV. The maximum force is 0.507 eV/A.